(1)
The following is a DFT calculation (ωB97M-V with the def2-TZVPD basis set) of a single C5H13NO molecule.

The geometry in XYZ format:
```
20
Properties=species:S:1:pos:R:3:lowdin_charge:R:1
C 1.74 0.30 -1.99 -0.110
C 0.52 -0.62 -1.95 -0.263
N 0.06 -1.07 -0.60 -0.074
C 0.08 0.02 0.40 -0.217
C -1.01 -0.21 1.43 -0.454
C -1.12 0.93 2.40 -0.047
O -2.25 -0.30 0.74 -0.051
H 2.54 0.00 -1.32 0.068
H 2.15 0.24 -3.00 0.068
H 1.50 1.34 -1.79 0.065
H 0.77 -1.53 -2.49 0.103
H -0.35 -0.11 -2.37 0.109
H 0.78 -1.71 -0.27 0.104
H -0.15 0.98 -0.06 0.118
H 1.08 0.18 0.84 0.125
H -0.83 -1.15 1.98 0.139
H -2.14 1.28 2.47 0.082
H -0.48 1.77 2.09 0.078
H -0.73 0.69 3.39 0.075
H -2.15 -1.02 0.09 0.081
```

Calculated values
Structure (SMILES)   CCNC[C@@H](C)O
Orbital gap   10.39 eV
Energy relative to the best compared isomer or geometry (same formula, charge and spin)   23.5 kcal/mol
LUMO energy   1.01 eV
Energy   -328.28145 Ha
HOMO energy   -9.4 eV


(2)
The following is a DFT calculation (ωB97M-V with the def2-TZVPD basis set) of 2 unconnected molecules or ions with the total composition C4H9NO.

The geometry in XYZ format:
```
15
Properties=species:S:1:pos:R:3:lowdin_charge:R:1
C 0.90 0.78 -0.68 -0.018
C 1.12 -0.14 0.29 -0.485
C 0.63 -1.51 0.20 -0.046
O 1.44 0.24 1.57 0.035
H 1.21 1.81 -0.56 0.066
H 0.73 0.45 -1.69 0.069
H -0.56 -1.35 0.14 0.086
H 0.96 -2.13 1.02 0.083
H 0.86 -1.96 -0.77 0.081
H 1.66 1.18 1.59 0.106
C -1.58 0.85 -0.06 -0.158
N -1.99 -0.37 -0.06 -0.025
H -1.69 1.54 -0.91 0.075
H -1.38 1.30 0.90 0.074
H -2.33 -0.68 -0.97 0.057
```

Calculated values
Structure (SMILES)   C=C(C)O.C=N
Orbital gap   9.50 eV
Energy relative to the best compared isomer or geometry (same formula, charge and spin)   68.5 kcal/mol
LUMO energy   0.88 eV
Energy   -287.72330 Ha
HOMO energy   -8.6 eV


(3)
The following is a DFT calculation (ωB97M-V with the def2-TZVPD basis set) of a molecular structure, C21H36BaN2S8.

The geometry in XYZ format:
```
68
Properties=species:S:1:pos:R:3:lowdin_charge:R:1
Ba 0.83 0.45 -0.11 1.343
C -0.08 0.82 4.24 -0.494
C 0.46 -0.60 4.18 -0.520
S 1.81 -0.88 3.00 0.793
C 3.03 0.31 3.59 -0.513
C 4.29 0.19 2.73 -0.510
S 4.09 0.70 1.00 0.798
C 4.46 2.47 1.08 -0.523
C 3.53 3.34 1.91 -0.496
S 1.83 3.30 1.26 0.798
C 0.84 3.65 2.74 -0.507
C -0.58 3.11 2.62 -0.520
S -0.76 1.31 2.63 0.785
H 0.70 1.52 4.55 0.066
H -0.86 0.87 4.99 0.096
H -0.33 -1.29 3.88 0.062
H 0.78 -0.90 5.18 0.096
H 3.28 0.12 4.64 0.106
H 2.63 1.32 3.51 0.034
H 4.63 -0.85 2.70 0.081
H 5.10 0.77 3.16 0.097
H 4.48 2.81 0.04 0.082
H 5.48 2.59 1.46 0.094
H 3.91 4.36 1.89 0.096
H 3.52 3.03 2.96 0.069
H 0.77 4.73 2.89 0.097
H 1.36 3.25 3.61 0.063
H -1.02 3.44 1.67 0.081
H -1.20 3.55 3.40 0.096
C -0.79 2.28 -4.62 -0.519
C 0.58 2.67 -4.09 -0.490
S 0.98 2.07 -2.41 0.698
C 0.98 0.24 -2.75 -0.600
C -0.44 -0.53 -2.55 -0.513
S -1.66 0.13 -1.31 0.655
C -3.18 0.27 -2.29 -0.481
C -3.12 1.12 -3.56 -0.520
S -2.18 2.67 -3.53 0.895
H -0.81 1.22 -4.88 0.068
H -0.92 2.83 -5.56 0.091
H 0.68 3.75 -3.99 0.088
H 1.37 2.33 -4.75 0.094
H 1.76 -0.21 -2.11 -0.014
H 1.33 0.08 -3.77 0.095
H -0.25 -1.58 -2.32 0.019
H -0.95 -0.46 -3.51 0.063
H -3.89 0.67 -1.56 0.088
H -3.49 -0.75 -2.54 0.072
H -4.15 1.38 -3.80 0.084
H -2.77 0.52 -4.40 0.077
N -0.04 -3.59 2.34 0.100
C -0.36 -3.48 1.03 -0.807
S 0.78 -2.80 -0.03 0.568
N -1.56 -3.94 0.66 0.081
C -2.20 -3.86 -0.62 -0.250
C -3.54 -3.51 -0.62 -0.025
C -4.23 -3.50 -1.82 -0.078
C -3.59 -3.82 -3.01 -0.079
C -2.25 -4.18 -2.99 -0.065
C -1.54 -4.22 -1.79 -0.052
H 0.94 -3.47 2.57 0.067
H -0.58 -4.17 2.95 0.126
H -2.16 -4.28 1.40 0.159
H -4.05 -3.27 0.30 0.120
H -5.29 -3.25 -1.82 0.115
H -4.13 -3.82 -3.94 0.113
H -1.75 -4.47 -3.90 0.115
H -0.52 -4.56 -1.77 0.092
```

Calculated values
Orbital gap   8.87 eV
Net charge   +2
Energy relative to the best compared isomer or geometry (same formula, charge and spin)   45.6 kcal/mol
LUMO energy   -4.65 eV
Energy   -4141.89000 Ha
HOMO energy   -13.5 eV


(4)
The following is a DFT calculation (ωB97M-V with the def2-TZVPD basis set) of a molecular structure, C9H20BrInO4PPb.

The geometry in XYZ format:
```
37
Properties=species:S:1:pos:R:3:lowdin_charge:R:1
C -2.72 2.69 -1.82 -0.213
O -2.88 1.32 -2.16 -0.186
C -1.60 0.69 -2.30 -0.272
C -1.61 -0.84 -2.34 -0.098
C -0.37 -1.10 -1.46 -0.304
C 0.28 -2.41 -1.18 -0.248
C 1.58 -2.04 -0.40 -0.238
In 1.52 -0.07 0.68 0.627
C 1.91 -0.35 2.87 -0.225
C 0.85 -1.32 3.39 -0.220
O -0.23 -1.46 2.37 -0.095
C -1.22 -0.58 2.61 -0.449
O -2.40 -0.80 2.42 0.075
P 3.14 1.53 -0.51 0.350
O 4.16 2.07 0.66 -0.474
Br 1.78 3.32 -0.90 0.134
H -1.67 3.01 -1.95 0.087
H -3.02 2.88 -0.77 -0.022
H -3.30 3.32 -2.49 0.128
H -1.02 1.11 -3.13 0.161
H -1.00 0.89 -1.39 -0.041
H -2.49 -1.26 -1.85 0.136
H -1.56 -1.19 -3.36 0.132
H 0.41 -0.44 -1.86 0.113
H -0.73 -0.74 -0.48 0.031
H 0.52 -2.95 -2.10 0.117
H -0.29 -3.10 -0.55 0.116
H 1.83 -2.81 0.32 0.043
H 2.39 -2.04 -1.13 0.045
H -0.17 0.95 0.55 -0.245
H 1.74 0.60 3.37 0.039
H 2.91 -0.71 3.07 0.053
H 1.23 -2.30 3.64 0.128
H 0.38 -0.92 4.28 0.116
H -0.87 0.43 2.89 0.129
H 4.21 3.03 0.64 0.027
Pb -1.68 1.60 0.34 1.543
```

Calculated values
Orbital gap   4.76 eV
Net charge   +1
LUMO energy   -5.71 eV
Energy   -3953.78585 Ha
HOMO energy   -10.5 eV


(5)
The following is a DFT calculation (ωB97M-V with the def2-TZVPD basis set) of a molecular structure, C25H19I2N6NaO.

The geometry in XYZ format:
```
54
Properties=species:S:1:pos:R:3:lowdin_charge:R:1
Na -14.21 11.31 7.28 0.413
C -15.47 14.57 6.03 -0.179
N -15.26 13.35 5.35 -0.064
C -14.25 13.42 4.33 -0.160
C -13.54 12.15 4.05 -0.360
N -13.65 11.05 4.78 0.158
C -12.90 10.12 4.05 -0.203
C -12.69 8.75 4.40 0.004
C -11.61 8.21 3.70 -0.094
C -11.04 8.87 2.58 -0.122
C -11.22 10.17 2.22 -0.041
C -12.19 10.82 3.01 -0.144
N -12.77 12.11 2.99 0.155
C -15.27 14.46 7.52 -0.224
N -14.41 13.60 8.14 0.129
C -14.42 13.94 9.53 -0.188
C -13.72 13.46 10.62 0.005
C -13.99 14.05 11.92 -0.055
C -14.82 15.18 12.02 -0.096
C -15.43 15.70 10.90 -0.057
C -15.23 15.13 9.68 -0.208
N -15.76 15.40 8.45 0.142
H -16.49 15.02 5.92 0.134
H -14.74 15.35 5.66 0.144
H -16.14 12.86 5.02 0.168
H -13.44 14.03 4.75 0.138
H -14.62 13.94 3.47 0.126
H -13.15 8.34 5.35 0.144
H -11.17 7.19 3.79 0.110
H -10.23 8.24 2.05 0.130
H -10.86 10.57 1.34 0.085
H -12.52 12.79 2.24 0.195
H -12.96 12.64 10.52 0.114
H -13.64 13.59 12.82 0.093
H -15.07 15.62 13.00 0.108
H -16.15 16.48 11.04 0.107
H -16.56 15.97 8.32 0.150
I -16.51 7.04 9.93 0.888
C -14.76 8.02 10.40 -0.703
C -14.03 7.53 11.43 -0.297
C -12.73 7.91 11.78 -0.683
I -11.54 6.79 13.10 0.838
C -12.21 9.03 10.98 -0.176
C -10.87 9.54 11.11 -0.053
C -10.39 10.51 10.22 -0.066
C -11.14 10.79 9.04 -0.142
N -12.36 10.30 8.86 0.090
C -12.91 9.56 9.80 -0.188
C -14.26 9.08 9.53 -0.412
O -14.90 9.56 8.52 -0.168
H -14.42 6.60 11.91 0.072
H -10.30 9.09 11.96 0.052
H -9.43 10.98 10.45 0.093
H -10.54 11.37 8.33 0.101
```

Calculated values
Orbital gap   5.82 eV
LUMO energy   -0.32 eV
Energy   -2125.57644 Ha
HOMO energy   -6.1 eV


(6)
The following is a DFT calculation (ωB97M-V with the def2-TZVPD basis set) of 8 unconnected molecules or ions with the total composition C48H33BrClN2O16P.

The geometry in XYZ format:
```
102
Properties=species:S:1:pos:R:3:lowdin_charge:R:1
N 0.17 1.59 1.90 0.220
C -0.91 1.87 1.60 -0.241
C -2.29 2.12 1.22 -0.310
C -2.69 1.43 -0.09 -0.133
C -2.90 -0.05 -0.11 -0.785
O -3.96 -0.54 -0.39 0.044
Br -1.44 -1.26 0.28 0.785
C -3.24 1.72 2.37 -0.426
C -4.56 2.20 2.10 -0.283
N -5.63 2.57 1.88 0.206
P -2.59 2.46 3.98 0.607
O -3.80 3.50 4.18 -0.322
Cl -2.87 0.97 5.38 0.280
H -2.37 3.18 1.05 0.156
H -1.97 1.70 -0.85 0.109
H -3.64 1.83 -0.41 0.127
H -3.25 0.64 2.44 0.089
H -3.49 4.22 4.74 0.058
O 2.84 -2.15 0.65 0.097
C 2.62 -2.77 1.67 -0.375
C 3.29 -4.07 1.94 0.022
C 3.05 -4.76 3.05 0.020
C 2.09 -4.26 4.07 -0.384
O 1.87 -4.90 5.08 0.101
C 1.42 -2.96 3.81 0.027
C 1.67 -2.27 2.69 0.019
H 3.98 -4.41 1.18 0.121
H 3.52 -5.71 3.26 0.121
H 0.73 -2.61 4.56 0.120
H 1.19 -1.32 2.48 0.102
O -9.48 -3.02 4.09 0.112
C -8.45 -2.38 3.95 -0.383
C -8.21 -1.56 2.74 0.027
C -7.08 -0.87 2.59 0.031
C -6.03 -0.89 3.63 -0.354
O -5.00 -0.26 3.50 0.036
C -6.27 -1.71 4.85 0.026
C -7.39 -2.40 5.00 0.028
H -8.99 -1.56 2.00 0.124
H -6.88 -0.26 1.72 0.118
H -5.48 -1.71 5.59 0.115
H -7.59 -3.01 5.87 0.124
O -0.33 0.51 -2.04 0.025
C 0.80 0.89 -2.29 -0.364
C 1.05 1.81 -3.43 0.001
C 2.28 2.23 -3.70 0.030
C 3.44 1.80 -2.88 -0.381
O 4.56 2.20 -3.13 0.099
C 3.18 0.87 -1.75 0.014
C 1.95 0.45 -1.47 0.030
H 0.19 2.12 -4.01 0.111
H 2.49 2.90 -4.53 0.123
H 4.04 0.57 -1.17 0.119
H 1.74 -0.22 -0.65 0.097
O 0.12 -3.27 -7.74 0.113
C 0.26 -2.09 -7.49 -0.378
C -0.26 -1.50 -6.23 0.032
C -0.10 -0.21 -5.96 0.021
C 0.59 0.69 -6.90 -0.374
O 0.73 1.87 -6.65 0.092
C 1.12 0.11 -8.16 0.015
C 0.96 -1.19 -8.43 0.022
H -0.77 -2.18 -5.55 0.125
H -0.48 0.23 -5.05 0.101
H 1.62 0.78 -8.84 0.114
H 1.34 -1.63 -9.34 0.108
O 8.09 1.02 -9.60 0.115
C 6.96 0.67 -9.82 -0.384
C 6.13 0.04 -8.76 0.028
C 4.88 -0.35 -9.00 0.023
C 4.26 -0.18 -10.34 -0.373
O 3.12 -0.53 -10.56 0.089
C 5.09 0.45 -11.40 0.022
C 6.34 0.84 -11.16 0.024
H 6.59 -0.08 -7.79 0.124
H 4.25 -0.81 -8.25 0.118
H 4.62 0.57 -12.37 0.122
H 6.96 1.30 -11.92 0.123
O 3.46 1.36 1.24 0.087
C 3.57 2.53 1.54 -0.382
C 3.02 3.05 2.82 0.004
C 3.14 4.33 3.14 0.018
C 3.82 5.30 2.24 -0.389
O 3.92 6.47 2.54 0.103
C 4.37 4.78 0.96 0.025
C 4.25 3.49 0.64 0.029
H 2.52 2.32 3.45 0.111
H 2.74 4.74 4.07 0.120
H 4.86 5.50 0.33 0.123
H 4.65 3.09 -0.29 0.112
O -0.53 -0.96 7.75 0.098
C -1.51 -1.52 8.19 -0.394
C -1.52 -2.98 8.46 0.024
C -2.61 -3.58 8.94 0.023
C -3.85 -2.81 9.22 -0.388
O -4.84 -3.36 9.66 0.105
C -3.84 -1.35 8.95 0.019
C -2.75 -0.76 8.47 -0.012
H -0.60 -3.51 8.23 0.124
H -2.65 -4.64 9.14 0.122
H -4.75 -0.81 9.17 0.122
H -2.70 0.31 8.26 0.095
```

Calculated values
Structure (SMILES)   N#C[C@@H](CC(=O)Br)[C@H](C#N)P(O)Cl.O=C1C=CC(=O)C=C1.O=C1C=CC(=O)C=C1.O=C1C=CC(=O)C=C1.O=C1C=CC(=O)C=C1.O=C1C=CC(=O)C=C1.O=C1C=CC(=O)C=C1.O=C1C=CC(=O)C=C1
Orbital gap   8.09 eV
LUMO energy   -1.75 eV
Energy   -6537.61568 Ha
HOMO energy   -9.8 eV


LUMO energy of number 1 (C5H13NO)?
1.01 eV


What is the energy in the first record?
-328.28145 Ha


Repeat the third record exactly.
The following is a DFT calculation (ωB97M-V with the def2-TZVPD basis set) of a molecular structure, C21H36BaN2S8.

The geometry in XYZ format:
```
68
Properties=species:S:1:pos:R:3:lowdin_charge:R:1
Ba 0.83 0.45 -0.11 1.343
C -0.08 0.82 4.24 -0.494
C 0.46 -0.60 4.18 -0.520
S 1.81 -0.88 3.00 0.793
C 3.03 0.31 3.59 -0.513
C 4.29 0.19 2.73 -0.510
S 4.09 0.70 1.00 0.798
C 4.46 2.47 1.08 -0.523
C 3.53 3.34 1.91 -0.496
S 1.83 3.30 1.26 0.798
C 0.84 3.65 2.74 -0.507
C -0.58 3.11 2.62 -0.520
S -0.76 1.31 2.63 0.785
H 0.70 1.52 4.55 0.066
H -0.86 0.87 4.99 0.096
H -0.33 -1.29 3.88 0.062
H 0.78 -0.90 5.18 0.096
H 3.28 0.12 4.64 0.106
H 2.63 1.32 3.51 0.034
H 4.63 -0.85 2.70 0.081
H 5.10 0.77 3.16 0.097
H 4.48 2.81 0.04 0.082
H 5.48 2.59 1.46 0.094
H 3.91 4.36 1.89 0.096
H 3.52 3.03 2.96 0.069
H 0.77 4.73 2.89 0.097
H 1.36 3.25 3.61 0.063
H -1.02 3.44 1.67 0.081
H -1.20 3.55 3.40 0.096
C -0.79 2.28 -4.62 -0.519
C 0.58 2.67 -4.09 -0.490
S 0.98 2.07 -2.41 0.698
C 0.98 0.24 -2.75 -0.600
C -0.44 -0.53 -2.55 -0.513
S -1.66 0.13 -1.31 0.655
C -3.18 0.27 -2.29 -0.481
C -3.12 1.12 -3.56 -0.520
S -2.18 2.67 -3.53 0.895
H -0.81 1.22 -4.88 0.068
H -0.92 2.83 -5.56 0.091
H 0.68 3.75 -3.99 0.088
H 1.37 2.33 -4.75 0.094
H 1.76 -0.21 -2.11 -0.014
H 1.33 0.08 -3.77 0.095
H -0.25 -1.58 -2.32 0.019
H -0.95 -0.46 -3.51 0.063
H -3.89 0.67 -1.56 0.088
H -3.49 -0.75 -2.54 0.072
H -4.15 1.38 -3.80 0.084
H -2.77 0.52 -4.40 0.077
N -0.04 -3.59 2.34 0.100
C -0.36 -3.48 1.03 -0.807
S 0.78 -2.80 -0.03 0.568
N -1.56 -3.94 0.66 0.081
C -2.20 -3.86 -0.62 -0.250
C -3.54 -3.51 -0.62 -0.025
C -4.23 -3.50 -1.82 -0.078
C -3.59 -3.82 -3.01 -0.079
C -2.25 -4.18 -2.99 -0.065
C -1.54 -4.22 -1.79 -0.052
H 0.94 -3.47 2.57 0.067
H -0.58 -4.17 2.95 0.126
H -2.16 -4.28 1.40 0.159
H -4.05 -3.27 0.30 0.120
H -5.29 -3.25 -1.82 0.115
H -4.13 -3.82 -3.94 0.113
H -1.75 -4.47 -3.90 0.115
H -0.52 -4.56 -1.77 0.092
```

Calculated values
Orbital gap   8.87 eV
Net charge   +2
Energy relative to the best compared isomer or geometry (same formula, charge and spin)   45.6 kcal/mol
LUMO energy   -4.65 eV
Energy   -4141.89000 Ha
HOMO energy   -13.5 eV